{"formula": "C3H6OS", "method": "wB97M-V/def2-TZVPD", "homo_energy_ev": [-9.13, -9.16], "gap_ev": [7.51, 7.50], "fmax_ev_per_a": 4.20, "energy_ev": -16087.36104, "smiles": "C=CC.O=S", "e_lumo_ev": [-1.6, -1.7], "charge": 0, "relative_energy_ev": 3.630, "elements": ["S", "O", "C", "C", "C", "H", "H", "H", "H", "H", "H"], "xyz": [[-1.0707, -1.8494, 1.8086], [-0.8897, -0.3837, 1.8225], [-0.2460, -0.8650, -1.0508], [-0.2675, 0.2660, -0.3870], [0.8867, 1.1012, -0.0254], [0.6013, -1.5644, -1.0831], [0.7856, 2.1851, -0.2968], [1.7547, 0.7175, -0.3888], [0.8229, 1.0126, 1.1136], [-1.2865, 0.7931, -0.1582], [-1.0907, -1.4130, -1.3546]]}

{"formula": "C3H6OS2", "method": "wB97M-V/def2-TZVPD", "homo_energy_ev": -8.86, "gap_ev": 8.83, "fmax_ev_per_a": 3.80, "energy_ev": -26922.50711, "e_lumo_ev": 0.0, "charge": 0, "relative_energy_ev": 3.936, "elements": ["S", "S", "O", "C", "C", "C", "H", "H", "H", "H", "H", "H"], "xyz": [[3.1398, 0.8688, -0.4573], [-3.6260, -0.5906, -0.9458], [0.5847, 1.2013, -0.6409], [1.2797, -0.6463, 0.7897], [-2.6318, 0.1375, 0.1815], [1.4660, 0.5835, -0.0417], [1.2970, -0.3359, 1.7806], [-1.7578, 0.4999, -0.4455], [-4.5427, -1.0154, 0.0706], [2.7197, 1.6004, -1.4788], [0.1146, -0.8132, 0.6579], [1.9568, -1.4898, 0.5299]]}

{"formula": "C3H6OS2", "method": "wB97M-V/def2-TZVPD", "homo_energy_ev": -8.92, "gap_ev": 8.30, "fmax_ev_per_a": 2.84, "energy_ev": -26924.68560, "smiles": "OCC(=S)CS", "e_lumo_ev": -0.6, "charge": 0, "relative_energy_ev": 1.757, "elements": ["S", "S", "O", "C", "C", "C", "H", "H", "H", "H", "H", "H"], "xyz": [[-0.3778, -0.1072, 2.4888], [0.3288, 2.2642, -0.3305], [-0.8849, -0.4411, -1.4552], [-0.6449, -0.9993, -0.1000], [1.1181, 0.7578, 0.3039], [0.0084, -0.0399, 0.8627], [1.6613, 0.2634, -0.4897], [-0.8719, 1.7243, -0.6697], [-1.4704, -1.4282, 0.3771], [1.7839, 1.0346, 1.1307], [-0.6147, -1.2028, -1.9319], [-0.0360, -1.8256, -0.1863]]}

{"formula": "C3H6OS2", "method": "wB97M-V/def2-TZVPD", "homo_energy_ev": -9.50, "gap_ev": 9.36, "fmax_ev_per_a": 5.67, "energy_ev": -26921.06115, "e_lumo_ev": -0.1, "charge": 0, "relative_energy_ev": 5.382, "elements": ["S", "S", "O", "C", "C", "C", "H", "H", "H", "H", "H", "H"], "xyz": [[-2.0750, 0.7419, -0.0763], [-1.9259, -1.3939, -0.3304], [-3.4896, 1.0511, 0.1594], [2.0303, -0.2891, 0.4829], [1.3936, 0.0591, -0.8268], [1.2276, 0.8803, 0.1570], [-1.3707, 0.4903, 1.2037], [3.0437, -0.2101, 0.8018], [1.5124, -1.1118, 1.0108], [-2.6977, -1.9235, -1.4325], [1.5003, -0.0873, -1.7735], [0.8511, 1.7932, 0.6240]]}

{"formula": "C3H6OS2", "method": "wB97M-V/def2-TZVPD", "homo_energy_ev": -9.10, "gap_ev": 8.35, "fmax_ev_per_a": 2.84, "energy_ev": -26924.84265, "smiles": "OC[C@@H](S)C=S", "e_lumo_ev": -0.7, "charge": 0, "relative_energy_ev": 1.600, "elements": ["S", "S", "O", "C", "C", "C", "H", "H", "H", "H", "H", "H"], "xyz": [[-0.7928, -0.3248, -2.9195], [1.9800, 0.2876, 0.0127], [-0.6297, 1.1237, 1.8003], [-0.7530, 0.1588, 0.8462], [-0.1654, -0.7437, -1.4668], [0.1001, 0.3273, -0.3739], [0.0515, 1.3278, -0.8597], [0.1301, -1.7993, -1.1706], [0.3545, 1.1745, 1.9138], [-1.7377, 0.2798, 0.4021], [1.9913, -0.9226, 0.6147], [-0.5291, -0.8891, 1.2007]]}

{"formula": "C3H6OS2", "method": "wB97M-V/def2-TZVPD", "homo_energy_ev": [-8.52, -8.64], "gap_ev": [8.09, 8.05], "fmax_ev_per_a": 4.24, "energy_ev": -26921.00362, "e_lumo_ev": [-0.4, -0.6], "charge": 0, "relative_energy_ev": 5.439, "elements": ["S", "S", "O", "C", "C", "C", "H", "H", "H", "H", "H", "H"], "xyz": [[1.4563, 0.3131, -0.2263], [2.7893, -0.7127, -1.1720], [1.8395, 1.1065, 0.9243], [0.2431, -0.9482, 0.1680], [-0.9981, -0.4538, -0.4913], [-1.3275, 0.5002, 0.6517], [-1.8377, -1.2173, -0.6343], [0.6652, 1.0908, -1.1228], [0.4779, -1.4742, 1.0742], [-0.8191, 0.1052, -1.5037], [-0.7808, 1.4532, 0.7194], [-1.7081, 0.2371, 1.6127]]}

{"formula": "C3H6OSi", "method": "wB97M-V/def2-TZVPD", "homo_energy_ev": -9.58, "gap_ev": 9.79, "fmax_ev_per_a": 5.84, "energy_ev": -13131.16963, "smiles": "C=CC[SiH]=O", "e_lumo_ev": 0.2, "charge": 0, "relative_energy_ev": 1.329, "elements": ["Si", "O", "C", "C", "C", "H", "H", "H", "H", "H", "H"], "xyz": [[1.8508, 0.3239, 0.0454], [2.0492, -1.1098, -0.2085], [-0.5578, -1.4753, 0.2030], [0.0671, 0.9471, -0.0159], [-0.7940, -0.3652, -0.4025], [-1.4305, -0.3632, -1.1680], [-1.1198, -2.2551, -0.1669], [-0.1543, 1.6018, -0.7210], [2.9831, 1.1159, 0.4298], [-0.2301, 1.3016, 0.9867], [0.1646, -1.5304, 1.0956]]}

{"formula": "C3H6P4", "method": "wB97M-V/def2-TZVPD", "homo_energy_ev": -8.24, "gap_ev": 7.63, "fmax_ev_per_a": 2.82, "energy_ev": -40358.93644, "smiles": "P#C/C=C\\[PH]#[PH]P", "e_lumo_ev": -0.6, "charge": 0, "relative_energy_ev": 1.323, "elements": ["P", "P", "P", "P", "C", "C", "C", "H", "H", "H", "H", "H", "H"], "xyz": [[-1.8786, 1.0210, -0.6497], [0.3636, 0.9402, -0.7085], [1.2549, -1.9064, -2.0468], [-2.5574, -0.5002, 0.8686], [2.2989, -0.7790, 0.4186], [1.4287, 0.2307, 0.6384], [2.1172, -1.4931, -0.7857], [-3.6466, -0.3857, 0.0338], [0.4081, 2.3407, -0.3926], [2.9968, -0.9463, 1.2110], [1.7514, 0.8750, 1.4339], [-2.7935, 0.6720, 1.5858], [-1.7435, -0.0691, -1.6067]]}

{"formula": "C3H6S", "method": "wB97M-V/def2-TZVPD", "homo_energy_ev": -8.30, "gap_ev": 9.20, "fmax_ev_per_a": 3.84, "energy_ev": -14039.99082, "smiles": "C=CSC", "e_lumo_ev": 0.9, "charge": 0, "relative_energy_ev": 2.875, "elements": ["S", "C", "C", "C", "H", "H", "H", "H", "H", "H"], "xyz": [[0.6038, -0.8797, 0.1265], [-0.9128, 0.1038, 0.0443], [2.0016, 0.0995, -0.1080], [-2.2124, -0.3680, -0.1461], [2.7687, -0.6713, -0.4552], [-2.7469, 0.5690, 0.2592], [1.9277, 0.9362, -1.0127], [-1.0902, 1.2251, 0.5455], [-2.4132, -1.5241, -0.3167], [2.0736, 0.5094, 1.0632]]}

{"formula": "C3H6S", "method": "wB97M-V/def2-TZVPD", "homo_energy_ev": -8.39, "gap_ev": 9.41, "fmax_ev_per_a": 4.09, "energy_ev": -14041.91327, "smiles": "C=CSC", "e_lumo_ev": 1.0, "charge": 0, "relative_energy_ev": 0.953, "elements": ["S", "C", "C", "C", "H", "H", "H", "H", "H", "H"], "xyz": [[-0.4821, 1.0376, -0.4535], [-1.8313, -0.1748, 0.0199], [0.8757, -0.0315, 0.0674], [2.1407, 0.2564, 0.0004], [-1.5574, -1.2714, -0.2528], [2.3398, 1.2734, -0.4052], [0.3738, -1.0751, 0.1754], [-2.7023, 0.1822, -0.5584], [-2.1215, 0.0211, 1.0340], [2.9645, -0.2179, 0.3729]]}

{"formula": "C3H6S3", "method": "wB97M-V/def2-TZVPD", "homo_energy_ev": -8.90, "gap_ev": 8.14, "fmax_ev_per_a": 2.43, "energy_ev": -35712.61079, "smiles": "S=C(CS)CS", "e_lumo_ev": -0.8, "charge": 0, "relative_energy_ev": 1.248, "elements": ["S", "S", "S", "C", "C", "C", "H", "H", "H", "H", "H", "H"], "xyz": [[-1.5646, -2.0527, 0.0756], [-1.4989, 1.8893, -0.1922], [1.9589, 0.0632, 0.2891], [0.6097, -0.8406, -0.5660], [-0.5720, -0.7537, 0.2591], [-0.8125, 0.6031, 0.9890], [0.4329, -0.4647, -1.5820], [2.6673, 0.3158, -0.8238], [-0.4736, 1.7467, -1.0132], [0.0077, 0.8521, 1.6598], [0.9351, -1.8720, -0.6781], [-1.6900, 0.5135, 1.5827]]}

{"formula": "C3H6SSe", "method": "wB97M-V/def2-TZVPD", "homo_energy_ev": [-8.46, -8.46], "gap_ev": [7.73, 7.73], "fmax_ev_per_a": 3.34, "energy_ev": -79386.72478, "smiles": "C=[Se].C=CS", "e_lumo_ev": [-0.7, -0.7], "charge": 0, "relative_energy_ev": 1.086, "elements": ["Se", "S", "C", "C", "C", "H", "H", "H", "H", "H", "H"], "xyz": [[2.4397, -0.7439, -0.0067], [-0.0173, 2.6927, -0.1046], [-1.0667, 0.1065, -0.1232], [1.0398, -1.7551, 0.1241], [-0.8290, 1.2148, 0.5969], [-1.5127, -0.8076, 0.1832], [0.1475, 2.2592, -1.4042], [0.8231, -2.1788, 1.0848], [0.7232, -2.3512, -0.8066], [-0.7368, 1.3403, 1.6151], [-1.0110, 0.2231, -1.1588]]}